Entry 1:
DFT (wB97M-V/def2-TZVPD) results for 2 unconnected molecules or ions with the total composition C4H10N2O in a non-equilibrium geometry.

Results
HOMO level (eV): -8.933
SMILES: [H]/N=C\NO.C=CC
Gap between HOMO and LUMO (hartree): 0.35964
Multiplicity: 1
Total charge: 0
Energy above the lowest of the compared OMol25 structures with the same formula, charge and spin (kJ/mol): 379.9

Structure (XYZ):
```
17
C4H10N2O, DFT wB97M-V/def2-TZVPD
H 2.94783 0.45975 0.92672
N 2.99234 0.37743 -0.08294
C 2.15808 -0.43524 -0.55332
N 1.21147 -1.16866 0.11154
O 1.03858 -1.05513 1.47773
H 2.15370 -0.63755 -1.62119
H 0.58070 -1.82842 -0.36077
H 0.16733 -0.52673 1.61736
C -1.65305 0.11282 1.14334
C -1.55458 -0.01464 -0.18433
C -1.23223 1.10644 -1.11281
H -2.04377 -0.68242 1.75920
H -1.54643 1.08065 1.61070
H -1.79120 -0.96287 -0.65421
H -1.15315 2.05593 -0.57829
H -0.27715 0.92486 -1.61146
H -1.99849 1.19379 -1.88727
```

Entry 2:
DFT (wB97M-V/def2-TZVPD) results for a single C4H10N2O molecule in a non-equilibrium geometry.

Results
HOMO level (eV): -9.608
SMILES: C[C@@H](N)CC(N)=O
Gap between HOMO and LUMO (hartree): 0.38658
Multiplicity: 1
Total charge: 0
Energy above the lowest of the compared OMol25 structures with the same formula, charge and spin (kJ/mol): 69.2

Structure (XYZ):
```
17
C4H10N2O, DFT wB97M-V/def2-TZVPD
C 0.90120 0.07962 -2.32781
C 0.24915 -0.32179 -1.00959
N 0.52383 -1.73046 -0.61003
C 0.60898 0.65108 0.12684
C -0.48684 0.66639 1.17089
N -0.80884 -0.57556 1.67198
O -1.11353 1.65806 1.45218
H 1.98089 0.17496 -2.23735
H 0.46373 -0.59140 -3.07317
H 0.55052 1.05600 -2.68174
H -0.82266 -0.23445 -1.16234
H 1.40067 -2.02072 -1.03557
H -0.19202 -2.22617 -1.13218
H 0.64199 1.64676 -0.31460
H 1.61203 0.35687 0.41524
H -1.43168 -0.42727 2.44975
H -0.11416 -1.29374 1.55466
```